Here is the molecule C14H27ClO5S from the OMol25 dataset. Energies are from ωB97M-V/def2-TZVPD.

Each line ends with the Mulliken charge.
Positions of all 48 atoms, in Å:
Cl1 2.13 1.05 4.63  -0.21
H1 -2.02 0.92 -3.80  0.39
C1 2.20 1.42 -3.08  -1.62
H2 1.18 -1.03 2.97  0.33
H3 -1.46 0.14 2.81  0.51
H4 -1.38 1.79 -0.83  0.30
H5 -0.42 -3.54 2.31  0.30
H6 1.43 -2.14 1.64  0.33
H7 1.36 -0.18 -5.18  0.46
H8 1.25 1.26 2.13  0.47
O1 0.46 -1.49 -0.80  -0.41
C2 -0.19 -0.77 1.35  2.01
C3 0.67 0.60 -4.85  -1.77
C4 0.83 0.78 -3.33  1.08
H9 2.49 1.35 -2.03  0.27
C5 -0.07 -2.78 3.01  -0.60
H10 -1.40 0.99 1.28  0.33
S1 -0.86 -2.34 -0.51  1.21
H11 -0.88 -1.82 4.80  0.24
H12 0.95 1.51 -5.38  0.35
C6 -0.73 1.06 -1.33  -0.64
H13 0.06 2.14 4.64  0.42
H14 -1.31 0.15 -1.47  0.29
H15 2.16 2.48 -3.34  0.40
O2 -0.46 -3.67 -0.22  -0.62
H16 -1.76 -3.24 4.26  0.41
C7 -1.54 1.86 -3.52  -2.02
H17 0.69 -3.25 3.64  0.49
C8 -0.29 1.63 -2.67  0.84
C9 0.28 1.40 2.60  -0.90
O3 0.40 0.85 -0.47  -0.31
H18 0.13 2.62 -2.45  0.36
C10 -0.79 0.46 2.01  -1.38
C11 0.43 1.26 4.12  -0.31
H19 -1.30 2.44 -4.41  0.44
H20 -0.33 0.28 -5.15  0.42
H21 -0.11 0.40 4.50  0.04
H22 1.70 -0.38 0.37  0.64
H23 -2.26 2.44 -2.95  0.48
H24 -1.96 -1.76 3.38  0.24
H25 0.85 -0.21 -2.88  -0.13
O4 -1.83 -2.10 -1.51  -0.62
C12 -1.23 -2.35 3.91  -1.09
O5 -1.29 -1.57 0.79  -0.47
H26 -0.05 2.42 2.39  0.34
C13 0.64 -0.39 0.09  -0.82
H27 2.97 0.97 -3.71  0.41
C14 0.66 -1.67 2.25  -0.86

The calculation puts the orbital gap at 11.05 eV. The LUMO energy is 0.64 eV. As for the structure (SMILES): CCC[C@]1(CCCCl)OS(=O)(=O)O[C@H]1OC[C@H](C)C(C)C. The calculation puts the HOMO energy at -10.4 eV.



Here is a structure of composition C14H27CoN4O10P2 from the OMol25 dataset. Energies are from ωB97M-V/def2-TZVPD.

Each line ends with the Mulliken charge.
Positions of all 58 atoms, in Å:
O1 3.41 3.11 0.82  -1.08
O2 1.10 1.24 2.29  -0.30
C1 -2.49 -1.68 0.41  0.25
H1 3.23 1.35 0.25  0.39
H2 -3.50 -3.38 -3.29  0.31
N1 -1.07 0.21 0.78  -0.13
H3 1.34 -3.61 -1.16  0.40
C2 -1.45 -0.85 0.05  -0.19
O3 0.61 0.61 -1.51  -0.67
H4 3.77 2.53 2.55  0.47
C3 0.66 0.52 -4.17  -0.61
C4 -2.82 -0.29 2.33  -0.97
H5 0.28 1.53 -4.03  0.29
N2 2.76 0.47 0.01  -0.31
C5 -2.59 -4.72 -1.87  -0.81
O4 2.15 5.26 0.24  -0.59
H6 -1.89 -5.55 -1.86  0.41
H7 -0.91 -0.99 -0.88  0.71
O5 -4.15 -2.83 -0.76  -0.61
H8 -4.05 -2.00 1.84  0.54
O6 3.32 2.11 3.32  -0.55
N3 2.84 0.22 -1.37  -0.23
H9 0.20 -2.51 -1.96  -0.03
H10 -3.35 -0.03 3.23  0.44
H11 -1.84 -3.83 -3.70  0.25
H12 -0.10 -0.21 -3.88  0.23
N4 -2.07 -3.70 -0.95  0.17
H13 3.14 -0.30 0.54  0.28
H14 1.50 5.47 -0.44  0.34
H15 -0.54 -3.22 0.38  0.49
O7 0.96 3.03 -0.01  -0.78
C6 -2.97 -2.80 -0.48  0.41
H16 -0.56 -4.88 -0.17  0.41
C7 -0.69 -3.84 -0.50  -0.88
P1 1.77 2.27 3.15  0.40
P2 2.06 3.76 0.75  1.25
H17 3.73 0.25 -1.85  0.29
H18 0.98 0.36 -5.19  0.28
C8 1.48 3.94 2.49  1.16
H19 1.78 2.45 5.31  0.37
C9 0.34 -3.52 -1.57  -0.72
H20 2.41 5.64 2.78  0.42
C10 0.02 4.35 2.60  -1.70
H21 -0.29 4.37 3.65  0.39
H22 -1.41 1.32 2.49  0.30
C11 -3.20 -1.38 1.56  -0.35
O8 1.19 2.14 4.61  -0.52
H23 -3.54 -5.07 -1.48  0.42
C12 -2.78 -4.19 -3.29  -1.06
C13 1.70 0.41 -2.07  1.15
H24 0.26 -4.21 -2.41  0.39
H25 -3.16 -4.99 -3.93  0.38
O9 1.85 0.33 -3.36  -0.47
Co1 0.73 1.07 0.39  0.45
O10 2.35 4.79 3.22  -0.62
H26 -0.11 5.35 2.19  0.44
C14 -1.75 0.47 1.91  -0.04
H27 -0.63 3.68 2.05  0.31

The calculation puts the orbital gap (spin up / spin down) at 8.94 / 9.19 eV. Its spin multiplicity is 2. The LUMO energy (spin up / spin down) is -2.90 / -2.65 eV. The calculation puts the HOMO energy (spin up / spin down) at -11.8 / -11.8 eV. The charge is +1.